Molecular formula: C19H17AuN3OS3SbSe4
Method: DFT, the ωB97M-V functional and the def2-TZVPD basis

```
! wB97M-V def2-TZVPD RIJCOSX def2/J DEFGRID3
* xyz -2 1
Au -0.361 0.386 0.805
C 1.580 -3.465 -0.681
C 1.079 -2.527 0.397
N 1.045 -1.253 0.180
N 1.622 -0.880 -1.039
C 2.092 0.330 -1.085
S 2.090 1.576 0.079
S 2.858 0.582 -2.708
C 2.551 2.340 -3.016
C 1.223 2.646 -3.659
C 1.170 3.249 -4.912
C -0.049 3.537 -5.518
C -1.234 3.218 -4.872
C -1.194 2.613 -3.619
C 0.023 2.331 -3.016
C 0.714 -3.156 1.707
C 1.181 -4.468 1.918
C 0.995 -5.167 3.096
C 0.307 -4.564 4.144
C -0.175 -3.285 3.973
C 0.011 -2.568 2.784
O -0.528 -1.341 2.750
H 2.601 -3.796 -0.478
H 1.575 -2.953 -1.634
H 0.937 -4.343 -0.729
H 3.367 2.678 -3.657
H 2.641 2.833 -2.046
H 2.097 3.492 -5.423
H -0.068 4.004 -6.497
H -2.187 3.431 -5.344
H -2.108 2.343 -3.100
H 0.036 1.861 -2.039
H 1.725 -4.965 1.131
H 1.380 -6.177 3.189
H 0.132 -5.091 5.075
H -0.745 -2.787 4.747
S -1.686 3.702 3.875
C -2.082 4.150 2.265
C -1.778 3.141 1.418
N -1.218 2.040 2.025
C -1.106 2.195 3.309
H -2.535 5.098 2.028
H -1.948 3.091 0.351
H -0.735 1.426 3.974
Se -3.878 0.145 1.111
Sb -2.652 -1.466 2.686
Se -2.555 0.218 -0.846
Se -3.149 -3.683 1.962
Se -3.062 -0.719 4.941
*
```

Output
- relative energy (zero: lowest compared OMol25 entry of this formula, charge and spin) (kcal/mol) = 18.37
- LUMO (eV) = 3.972
- HOMO (eV) = -1.46

Molecular formula: C19H17Cl2O
Method: DFT, the ωB97M-V functional and the def2-TZVPD basis

```
! wB97M-V def2-TZVPD RIJCOSX def2/J DEFGRID3
* xyz 1 1
Cl 4.389 1.728 -5.620
C 3.878 1.247 -4.065
C 4.464 1.823 -2.923
C 4.073 1.397 -1.661
C 3.079 0.392 -1.490
C 2.679 -0.015 -0.174
C 1.813 -1.074 0.100
C 1.232 -1.281 1.350
C 0.096 -2.148 1.542
C -0.889 -1.868 2.527
C -2.011 -2.678 2.674
C -2.157 -3.814 1.858
Cl -3.521 -4.829 2.044
C -1.192 -4.123 0.887
C -0.088 -3.291 0.722
C 2.488 -0.156 -2.664
C 2.881 0.268 -3.931
H 5.218 2.597 -3.046
H 4.531 1.836 -0.772
H 3.074 0.556 0.673
H 1.549 -1.754 -0.721
H 1.482 -0.586 2.154
H -0.767 -0.987 3.161
H -2.777 -2.452 3.410
H -1.311 -5.007 0.270
H 0.666 -3.528 -0.028
H 1.702 -0.904 -2.564
H 2.419 -0.153 -4.821
C 4.568 -2.129 2.816
C 4.637 -1.605 4.257
O 3.547 -2.244 5.013
C 2.822 -2.972 4.129
C 3.275 -2.883 2.832
H 4.581 -1.318 2.083
H 5.432 -2.781 2.623
H 5.586 -1.840 4.754
H 4.492 -0.515 4.300
H 1.972 -3.536 4.499
H 2.864 -3.409 1.979
*
```

Output
- LUMO (eV) = -5.762
- HOMO (eV) = -11.04

Molecular formula: C19H17Cl5N2Pd
Method: DFT, the ωB97M-V functional and the def2-TZVPD basis

```
! wB97M-V def2-TZVPD RIJCOSX def2/J DEFGRID3
* xyz 0 3
C -2.576 -1.419 0.787
C -2.439 2.095 -1.060
H -2.293 -2.042 -0.087
H -3.655 -1.360 0.888
H -2.230 -1.863 1.734
H -1.776 2.733 -1.690
H -2.643 1.278 -1.840
H -3.451 2.493 -0.903
C 0.199 -2.556 0.121
C 0.927 -3.718 -0.190
C 1.780 -3.669 -1.291
C 1.828 -2.492 -2.048
H -0.406 -2.518 1.026
H 0.810 -4.611 0.433
H 2.431 -4.499 -1.550
H 2.515 -2.375 -2.878
N 0.155 -1.483 -0.669
C 1.005 -1.394 -1.705
C 1.182 -0.064 -2.364
N 0.348 0.929 -2.009
C 0.698 2.188 -2.251
C 2.562 1.513 -3.591
C 1.767 2.539 -3.099
H 0.120 2.956 -1.728
H 1.957 3.590 -3.352
C 2.285 0.198 -3.221
H 2.912 -0.625 -3.565
H 3.417 1.714 -4.240
Pd -2.087 0.356 0.025
C -1.699 2.433 0.555
H -1.750 3.504 0.337
H -0.637 2.214 0.558
H -2.169 2.386 1.559
Cl -3.174 0.266 3.178
C -1.451 0.086 3.088
C -0.763 0.304 1.924
C 0.607 0.492 1.978
Cl 1.581 0.936 0.637
C 1.323 0.352 3.190
Cl 2.986 0.681 3.262
C 0.643 -0.074 4.347
Cl 1.492 -0.297 5.805
C -0.748 -0.258 4.284
Cl -1.583 -0.917 5.613
*
```

Output
- relative energy (zero: lowest compared OMol25 entry of this formula, charge and spin) (kcal/mol) = 67.70
- LUMO (spin up / spin down) (eV) = -0.144 / -1.268
- HOMO (spin up / spin down) (eV) = -6.47 / -8.40

Molecular formula: C19H17FN4O4S
Method: DFT, the ωB97M-V functional and the def2-TZVPD basis

```
! wB97M-V def2-TZVPD RIJCOSX def2/J DEFGRID3
* xyz 0 1
C 4.144 1.159 -6.900
O 3.579 0.047 -6.248
C 2.509 0.233 -5.439
C 1.903 1.462 -5.187
C 0.817 1.539 -4.334
C 0.308 0.398 -3.723
C -0.865 0.415 -2.821
O -1.573 -0.554 -2.626
N -1.140 1.619 -2.224
C -2.218 1.650 -1.259
C -2.035 0.589 -0.229
N -0.952 0.305 0.412
N -1.225 -0.749 1.210
C -2.477 -1.049 1.014
S -3.401 -2.297 1.755
C -2.078 -3.188 2.651
C -1.751 -2.560 4.008
O -2.182 -3.026 5.037
N -0.943 -1.480 3.892
C -0.464 -0.643 4.900
C 0.279 0.471 4.506
C 0.789 1.341 5.450
C 0.572 1.120 6.800
C -0.167 0.011 7.170
F -0.385 -0.215 8.481
C -0.691 -0.878 6.252
O -3.055 -0.231 0.117
C 0.907 -0.833 -3.996
C 1.994 -0.917 -4.833
H 3.426 1.638 -7.573
H 4.976 0.767 -7.484
H 4.522 1.896 -6.184
H 2.266 2.365 -5.653
H 0.348 2.500 -4.177
H -0.389 2.278 -2.104
H -3.166 1.451 -1.769
H -2.252 2.636 -0.791
H -1.209 -3.229 1.997
H -2.484 -4.186 2.818
H -0.713 -1.180 2.941
H 0.450 0.647 3.454
H 1.362 2.199 5.134
H 0.961 1.786 7.554
H -1.262 -1.730 6.581
H 0.497 -1.717 -3.533
H 2.468 -1.862 -5.044
*
```

Output
- SMILES = COc1ccc(C(=O)NCc2nnc(SCC(=O)Nc3cccc(F)c3)o2)cc1
- relative energy (zero: lowest compared OMol25 entry of this formula, charge and spin) (kcal/mol) = 1.32
- LUMO (eV) = 0.465
- HOMO (eV) = -8.46

Molecular formula: C19H17IN2O8
Method: DFT, the ωB97M-V functional and the def2-TZVPD basis

```
! wB97M-V def2-TZVPD RIJCOSX def2/J DEFGRID3
* xyz 0 1
O -3.149 6.970 2.649
C -3.653 5.882 3.294
N -4.098 4.690 3.874
C -3.072 3.661 3.367
C -1.524 3.735 3.996
C -0.325 2.694 3.471
C -0.773 1.614 2.323
C -2.301 1.513 1.740
C -3.501 2.517 2.224
C -2.239 0.267 0.681
O -3.194 -0.617 0.375
N -0.780 0.360 0.196
C -0.448 1.509 -0.730
C -0.964 1.336 -2.275
O -0.161 1.851 -3.248
I -2.829 0.413 -2.948
C 0.036 0.451 1.502
O 1.095 -0.259 1.899
H -1.286 4.546 4.826
H 0.772 2.699 3.877
H -4.568 2.426 1.755
H -0.783 2.568 -0.348
H 0.744 1.554 -0.784
O 4.816 2.373 -0.654
C 4.553 1.196 -0.468
C 5.472 0.046 -0.745
C 4.527 -1.129 -0.716
C 3.458 -0.669 0.240
O 3.380 0.745 0.067
H 6.219 -0.014 0.052
H 5.952 0.150 -1.720
H 5.002 -2.066 -0.413
H 4.094 -1.276 -1.713
H 3.715 -0.879 1.284
H 2.488 -1.122 0.017
O 1.216 -4.434 -2.426
C 0.029 -4.181 -2.303
C -1.082 -5.187 -2.339
C -2.294 -4.312 -2.536
C -1.882 -3.023 -1.874
O -0.472 -2.933 -2.070
H -1.114 -5.718 -1.384
H -0.953 -5.887 -3.168
H -3.212 -4.736 -2.120
H -2.455 -4.143 -3.608
H -2.086 -3.026 -0.798
H -2.374 -2.157 -2.326
*
```

Output
- SMILES = O=C=Nc1ccc2c(c1)C(=O)N(CC(=O)I)C2=O.O=C1CCCO1.O=C1CCCO1
- relative energy (zero: lowest compared OMol25 entry of this formula, charge and spin) (kcal/mol) = 171.38
- LUMO (eV) = -1.901
- HOMO (eV) = -9.76

Molecular formula: C19H17N4O
Method: DFT, the ωB97M-V functional and the def2-TZVPD basis

```
! wB97M-V def2-TZVPD RIJCOSX def2/J DEFGRID3
* xyz 1 1
C 1.179 3.999 4.852
C 1.752 4.421 3.663
C 1.605 3.664 2.517
C 0.880 2.474 2.551
N 0.772 1.761 1.349
C 0.132 0.622 1.067
N 0.248 0.234 -0.246
C -0.349 -0.855 -0.598
N -0.184 -1.223 -2.036
C 0.728 -0.326 -2.810
C 0.721 -0.730 -4.242
C 1.710 -1.065 -5.118
C 1.067 -1.332 -6.352
C -0.262 -1.148 -6.134
O -0.490 -0.785 -4.860
C -1.108 -1.676 0.248
C -1.782 -2.867 -0.095
C -2.479 -3.549 0.861
C -2.532 -3.076 2.187
C -1.893 -1.927 2.553
C -1.162 -1.187 1.598
N -0.546 -0.064 1.964
C 0.306 2.049 3.743
C 0.461 2.816 4.885
H 1.294 4.590 5.747
H 2.314 5.341 3.627
H 2.052 3.995 1.590
H 1.249 2.179 0.559
H 0.155 -2.192 -2.091
H -1.104 -1.199 -2.497
H 0.357 0.694 -2.676
H 1.733 -0.388 -2.394
H 2.760 -1.107 -4.919
H 1.536 -1.621 -7.269
H -1.115 -1.243 -6.775
H -1.753 -3.243 -1.109
H -2.997 -4.460 0.605
H -3.091 -3.639 2.918
H -1.926 -1.552 3.563
H -0.252 1.130 3.768
H 0.013 2.483 5.809
*
```

Output
- SMILES = c1ccc(Nc2nc([NH2+]Cc3ccco3)c3ccccc3n2)cc1
- LUMO (eV) = -3.554
- HOMO (eV) = -10.63

Repeat the first record exactly.
Molecular formula: C19H17AuN3OS3SbSe4
Method: DFT, the ωB97M-V functional and the def2-TZVPD basis

```
! wB97M-V def2-TZVPD RIJCOSX def2/J DEFGRID3
* xyz -2 1
Au -0.361 0.386 0.805
C 1.580 -3.465 -0.681
C 1.079 -2.527 0.397
N 1.045 -1.253 0.180
N 1.622 -0.880 -1.039
C 2.092 0.330 -1.085
S 2.090 1.576 0.079
S 2.858 0.582 -2.708
C 2.551 2.340 -3.016
C 1.223 2.646 -3.659
C 1.170 3.249 -4.912
C -0.049 3.537 -5.518
C -1.234 3.218 -4.872
C -1.194 2.613 -3.619
C 0.023 2.331 -3.016
C 0.714 -3.156 1.707
C 1.181 -4.468 1.918
C 0.995 -5.167 3.096
C 0.307 -4.564 4.144
C -0.175 -3.285 3.973
C 0.011 -2.568 2.784
O -0.528 -1.341 2.750
H 2.601 -3.796 -0.478
H 1.575 -2.953 -1.634
H 0.937 -4.343 -0.729
H 3.367 2.678 -3.657
H 2.641 2.833 -2.046
H 2.097 3.492 -5.423
H -0.068 4.004 -6.497
H -2.187 3.431 -5.344
H -2.108 2.343 -3.100
H 0.036 1.861 -2.039
H 1.725 -4.965 1.131
H 1.380 -6.177 3.189
H 0.132 -5.091 5.075
H -0.745 -2.787 4.747
S -1.686 3.702 3.875
C -2.082 4.150 2.265
C -1.778 3.141 1.418
N -1.218 2.040 2.025
C -1.106 2.195 3.309
H -2.535 5.098 2.028
H -1.948 3.091 0.351
H -0.735 1.426 3.974
Se -3.878 0.145 1.111
Sb -2.652 -1.466 2.686
Se -2.555 0.218 -0.846
Se -3.149 -3.683 1.962
Se -3.062 -0.719 4.941
*
```

Output
- relative energy (zero: lowest compared OMol25 entry of this formula, charge and spin) (kcal/mol) = 18.37
- LUMO (eV) = 3.972
- HOMO (eV) = -1.46